No. 1
The following is a DFT calculation (ωB97M-V/def2-TZVPD) of a single C4H7ClN2 molecule at a distorted geometry.

Calculated values
M (g/mol): 118.57
E_LUMO (alpha / beta) (eV): 0.9 / -2.0
Orbital gap (alpha / beta) (eV): 7.54 / 8.24
Expectation value of S²: 2.01

```
! wB97M-V def2-TZVPD RIJCOSX def2/J DEFGRID3
* xyz 0 3
N -0.50 -0.88 -1.34
H 1.75 -2.01 0.84
C -0.69 0.14 -0.25
H 1.39 -0.92 2.13
H 0.09 -1.86 1.47
Cl -1.87 -0.09 0.99
H 1.20 0.65 -0.01
C 1.00 -1.30 1.26
C 0.74 -0.30 0.18
N 0.70 -1.12 -1.08
H -1.97 1.74 -0.89
H -0.40 2.43 -0.34
H -0.54 1.83 -1.96
C -0.89 1.69 -1.00
*
```


No. 2
The following is a DFT calculation (ωB97M-V/def2-TZVPD) of 2 unconnected molecules or ions with the total composition C4H7ClN2O at a distorted geometry.

Calculated values
M (g/mol): 134.57
E_LUMO (eV): 0.3
Orbital gap (eV): 8.85

```
! wB97M-V def2-TZVPD RIJCOSX def2/J DEFGRID3
* xyz 0 1
C 0.47 0.40 -0.16
C 1.17 -0.71 -0.59
H -1.95 -1.26 -0.73
H -1.40 -1.48 0.84
H -0.46 2.33 1.50
H -2.69 -0.30 0.66
H 3.09 0.15 -1.31
Cl 1.60 1.78 -0.02
N -1.28 1.79 0.52
H -1.99 1.45 1.30
C -1.80 -0.62 0.14
H 3.06 -1.68 -1.00
N 2.47 -0.62 -1.09
O 0.54 -1.75 -0.31
C -0.84 0.51 0.27
*
```


No. 3
The following is a DFT calculation (ωB97M-V/def2-TZVPD) of a single C4H7ClN2S molecule at a distorted geometry.

Calculated values
SMILES string: CNN1C[C@@H](Cl)C1=S
M (g/mol): 150.63
E_LUMO (eV): 0.4
Orbital gap (eV): 9.18

```
! wB97M-V def2-TZVPD RIJCOSX def2/J DEFGRID3
* xyz 0 1
C 1.04 -1.13 -0.11
H -2.44 -0.94 0.56
H -3.22 0.36 -0.38
H 1.27 -1.55 -1.07
Cl 3.56 0.18 -0.30
H -1.13 0.82 -1.35
H 2.15 -0.13 1.50
C 1.98 -0.03 0.45
S 0.80 2.59 -0.11
N -1.20 -0.04 -0.81
C 0.87 0.96 0.09
H 0.75 -1.93 0.58
H -2.11 0.86 0.91
N 0.01 -0.07 -0.12
C -2.31 0.05 0.16
*
```


No. 4
The following is a DFT calculation (ωB97M-V/def2-TZVPD) of 2 unconnected molecules or ions with the total composition C4H7ClN4 at a distorted geometry.

Calculated values
M (g/mol): 146.58
E_LUMO (eV): -0.9
Orbital gap (eV): 9.23

```
! wB97M-V def2-TZVPD RIJCOSX def2/J DEFGRID3
* xyz 0 1
N -0.49 -2.03 -2.64
N 1.40 -1.73 -0.21
H -0.85 0.32 0.18
H 1.72 1.58 0.47
Cl -2.74 -0.81 -2.20
H 0.72 1.78 -1.00
N -0.96 -0.99 -2.26
H -0.61 -0.58 2.41
C 0.75 1.60 0.02
H 0.21 2.40 0.38
C 0.79 -0.81 0.13
H -0.84 1.08 2.36
H 0.88 0.43 2.63
C 0.07 0.38 0.55
C -0.15 0.33 2.06
N 0.09 -2.93 -2.89
*
```


No. 5
The following is a DFT calculation (ωB97M-V/def2-TZVPD) of 3 unconnected molecules or ions with the total composition C4H7ClNO2 at a distorted geometry.

Calculated values
M (g/mol): 136.56
E_LUMO (alpha / beta) (eV): 2.8 / 3.3
Orbital gap (alpha / beta) (eV): 7.10 / 8.12

```
! wB97M-V def2-TZVPD RIJCOSX def2/J DEFGRID3
* xyz -1 1
O -2.98 0.89 -3.19
C 0.88 -0.26 0.84
H -1.03 0.54 1.14
Cl -1.97 -1.17 -1.72
C -2.16 0.91 -2.35
C 1.51 0.49 -0.23
C -0.51 -0.42 1.10
H 0.80 0.61 -1.06
N 2.53 -1.10 2.43
H 2.42 0.00 -0.56
H 1.79 1.49 0.13
H -0.96 -0.91 0.20
H -0.74 -1.02 1.98
O -1.39 1.50 -1.69
H 1.81 -1.56 3.00
*
```


No. 6
The following is a DFT calculation (ωB97M-V/def2-TZVPD) of 2 unconnected molecules or ions with the total composition C4H7ClNOP at a distorted geometry.

Calculated values
M (g/mol): 151.53
E_LUMO (alpha / beta) (eV): -3.0 / -3.0
Orbital gap (alpha / beta) (eV): 7.34 / 7.34

```
! wB97M-V def2-TZVPD RIJCOSX def2/J DEFGRID3
* xyz 0 1
P 0.97 0.04 -0.21
O 1.95 -0.06 -1.30
C -0.30 -1.30 -0.30
C 1.85 -0.41 1.30
C 2.12 2.17 1.16
N 2.75 3.12 1.08
H -1.01 -1.05 -1.08
H -0.88 1.31 -0.88
H -0.52 1.55 0.83
H 0.38 2.41 -0.31
H -0.80 -1.48 0.73
H 1.74 -0.10 2.29
C -0.14 1.48 -0.17
Cl 3.26 -1.28 0.99
H 0.17 -2.20 -0.62
*
```


No. 7
The following is a DFT calculation (ωB97M-V/def2-TZVPD) of a single C4H7ClO molecule at a distorted geometry.

Calculated values
SMILES string: OC[C@@H]1C[C@H]1Cl
M (g/mol): 106.55
E_LUMO (eV): 0.9
Orbital gap (eV): 10.80

```
! wB97M-V def2-TZVPD RIJCOSX def2/J DEFGRID3
* xyz 0 1
C 1.30 -0.21 0.37
H 1.64 0.90 0.37
H -1.38 1.46 -1.15
H -1.21 -0.39 1.44
O 2.28 -1.04 -0.27
C -0.78 1.20 -0.27
Cl -2.81 -0.83 -0.11
C 0.01 -0.06 -0.46
H -0.46 1.96 0.39
C -1.27 -0.12 0.35
H 1.78 -1.90 -0.54
H 0.90 -0.56 1.38
H 0.00 -0.42 -1.50
*
```


No. 8
The following is a DFT calculation (ωB97M-V/def2-TZVPD) of a single C4H7ClO molecule at a distorted geometry.

Calculated values
SMILES string: OCC1(Cl)CC1
M (g/mol): 106.55
E_LUMO (eV): 0.9
Orbital gap (eV): 10.99

```
! wB97M-V def2-TZVPD RIJCOSX def2/J DEFGRID3
* xyz 0 1
C 1.08 -0.32 0.99
H -1.42 -0.17 -1.45
Cl 0.47 2.02 -0.02
O -2.27 0.60 0.41
H 1.66 0.39 1.54
C -1.30 -0.13 -0.38
H 0.90 -1.31 1.58
H 1.09 -1.44 -1.10
C 1.21 -0.43 -0.59
H -1.42 -1.20 -0.08
H 1.95 0.18 -1.14
C 0.17 0.29 0.06
H -2.11 1.52 0.20
*
```


Energy above the lowest of the compared OMol25 structures with the same formula, charge and spin values, unit kcal per mole, following the record order: 36.1; 76.9; 37.1; 46.9; 146.1; 94.4; 45.2; 44.0.